## w
Formula: C2H8N4O
Source: the Open Molecules 2025 dataset
Level of theory: ωB97M-V with the def2-TZVPD basis set

The geometry in XYZ format:
```
15
C2H8N4O (ωB97M-V with the def2-TZVPD basis set)
O 1.51611 -1.34402 -0.21382
N -1.11503 -1.46989 -1.04796
N -1.37319 -1.31895 0.77331
N 0.10486 1.91394 0.25519
N -0.35440 -0.39106 -1.10311
C 1.26431 1.05084 0.04778
C 0.82813 -0.35543 -0.31751
H 1.94670 0.96157 0.90020
H -0.83504 0.49450 -1.25282
H 1.83836 1.43759 -0.79889
H -0.99103 -1.87487 1.54056
H -0.45834 -2.25839 -1.00402
H 0.38830 2.88371 0.32929
H -0.36766 1.65425 1.11230
H -2.39209 -1.38379 0.77950
```

LUMO energy: 0.72 eV
HOMO level: -9.34 eV
Molecular weight: 104.1 g mol⁻¹
Total charge: 0

Charges in e, computed with Löwdin, in the same order as the atoms: number 1, O, carries 0.078; number 2, N, carries 0.051; number 3, N, carries 0.013; number 4, N, carries -0.005; number 5, N, carries -0.093; number 6, C, carries -0.190; number 7, C, carries -0.470; number 8, H, carries 0.119; number 9, H, carries 0.122; number 10, H, carries 0.127; number 11, H, carries 0.016; number 12, H, carries 0.082; number 13, H, carries 0.072; number 14, H, carries 0.072; number 15, H, carries 0.008

## x
Formula: C2H8N4O
Source: the Open Molecules 2025 dataset
Level of theory: ωB97M-V with the def2-TZVPD basis set

The geometry in XYZ format:
```
15
C2H8N4O (ωB97M-V with the def2-TZVPD basis set)
O -0.95489 2.18734 0.80232
N 1.46468 -1.38202 -1.73550
N 1.91410 -1.61675 -0.68258
N -0.09167 -1.13520 1.64912
N 0.35832 -0.25450 0.84168
C -0.56353 1.59854 -0.37528
C -0.40305 0.06873 -0.23340
H -1.30866 1.85962 -1.19967
H 0.52343 -1.18085 2.39442
H 1.84527 -1.69420 -2.57999
H 0.40534 2.15082 -0.60219
H -0.90192 -1.88403 1.46808
H -0.83106 1.66715 1.60718
H -1.44407 -0.22520 -0.14119
H -0.01229 -0.15945 -1.21301
```

LUMO energy (spin up / spin down): 0.80 / 1.02 eV
HOMO level (spin up / spin down): -6.95 / -7.96 eV
Molecular weight: 104.1 g mol⁻¹
Total charge: 0

Charges in e, computed with Löwdin, in the same order as the atoms: number 1, O, carries -0.085; number 2, N, carries -0.040; number 3, N, carries 0.073; number 4, N, carries -0.004; number 5, N, carries -0.124; number 6, C, carries -0.293; number 7, C, carries -0.319; number 8, H, carries 0.130; number 9, H, carries 0.066; number 10, H, carries 0.044; number 11, H, carries 0.125; number 12, H, carries 0.176; number 13, H, carries 0.081; number 14, H, carries 0.114; number 15, H, carries 0.057

It turns out w is the most stable, with the second structure 2.431 eV higher.

## w
Formula: C2H2NOS2
Source: the Open Molecules 2025 dataset
Level of theory: ωB97M-V with the def2-TZVPD basis set

The geometry in XYZ format:
```
8
C2H2NOS2 (ωB97M-V with the def2-TZVPD basis set)
S 3.25636 1.12983 -1.85641
S 2.21207 1.19644 0.93708
O 0.33124 1.92640 -2.04884
N -0.09477 0.22482 -0.59258
C 0.69532 1.19304 -1.17715
C 2.08031 1.20139 -0.69943
H 0.29470 0.03660 0.29823
H -1.18965 0.18741 -0.64148
```

LUMO energy (spin up / spin down): 3.68 / 2.03 eV
HOMO level (spin up / spin down): -1.46 / -3.65 eV
Molecular weight: 120.2 g mol⁻¹
2S+1: 3
Total charge: -1

Charges in e, computed with Löwdin, in the same order as the atoms: number 1, S, carries 0.588; number 2, S, carries 0.453; number 3, O, carries -0.010; number 4, N, carries 0.068; number 5, C, carries -0.791; number 6, C, carries -1.416; number 7, H, carries -0.028; number 8, H, carries 0.136

## x
Formula: C2H2NOS2
Source: the Open Molecules 2025 dataset
Level of theory: ωB97M-V with the def2-TZVPD basis set

The geometry in XYZ format:
```
8
C2H2NOS2 (ωB97M-V with the def2-TZVPD basis set)
S 0.65531 -1.94405 0.52634
S 0.06919 2.10381 0.58328
O 2.33079 0.12724 0.47434
N -1.13747 0.00706 -0.50278
C 0.03796 0.56148 0.03544
C 1.17873 -0.34856 0.30605
H -1.16155 -1.07309 -0.64445
H -1.97296 0.56610 -0.77823
```

LUMO energy (spin up / spin down): 3.55 / 1.21 eV
HOMO level (spin up / spin down): -1.71 / -3.42 eV
Molecular weight: 120.2 g mol⁻¹
2S+1: 3
Total charge: -1

Charges in e, computed with Löwdin, in the same order as the atoms: number 1, S, carries 0.588; number 2, S, carries 0.572; number 3, O, carries -0.153; number 4, N, carries -0.071; number 5, C, carries -0.987; number 6, C, carries -1.059; number 7, H, carries 0.039; number 8, H, carries 0.070

It turns out w is the most stable, with the second structure 0.390 eV higher.

## w
Formula: C2H7NOSi
Source: the Open Molecules 2025 dataset
Level of theory: ωB97M-V with the def2-TZVPD basis set

The geometry in XYZ format:
```
12
C2H7NOSi (ωB97M-V with the def2-TZVPD basis set)
Si 0.14268 2.17918 -1.30135
O 1.26277 1.71572 -0.41365
N -0.14608 -1.65606 -0.45223
C -0.50391 -1.17016 0.79905
C 0.35166 -0.70941 1.70006
H 0.02328 -0.42410 2.68146
H -1.55864 -1.27299 1.02132
H 1.39724 -0.60133 1.47734
H 0.79354 -1.39191 -0.72186
H -0.81912 -1.49068 -1.18647
H 0.32563 2.72651 -2.63917
H -1.26907 2.09522 -0.96450
```

LUMO energy: -0.48 eV
HOMO level: -8.13 eV
Molecular weight: 89.2 g mol⁻¹
Total charge: 0

Charges in e, computed with Löwdin, in the same order as the atoms: number 1, Si, carries 0.613; number 2, O, carries -0.441; number 3, N, carries 0.023; number 4, C, carries -0.329; number 5, C, carries -0.032; number 6, H, carries 0.039; number 7, H, carries 0.098; number 8, H, carries 0.047; number 9, H, carries 0.078; number 10, H, carries 0.069; number 11, H, carries -0.086; number 12, H, carries -0.079

## x
Formula: C2H7NOSi
Source: the Open Molecules 2025 dataset
Level of theory: ωB97M-V with the def2-TZVPD basis set

The geometry in XYZ format:
```
12
C2H7NOSi (ωB97M-V with the def2-TZVPD basis set)
Si -0.61485 1.60466 0.73721
O -0.29653 0.91806 -0.65469
N 0.89499 -2.71752 -0.63288
C 0.76201 -0.00012 -0.84248
C -0.04831 -1.86907 -0.62969
H -0.62401 0.70002 1.85697
H 1.24392 -0.10153 0.15052
H -1.13048 -1.82065 -0.24849
H 0.52879 -3.61336 -0.43438
H 1.17234 0.09339 -1.87894
H -1.86393 2.29213 0.32770
H 0.71008 2.15959 1.17207
```

LUMO energy: 0.94 eV
HOMO level: -8.72 eV
Molecular weight: 89.2 g mol⁻¹
Total charge: 0

Charges in e, computed with Löwdin, in the same order as the atoms: number 1, Si, carries 0.519; number 2, O, carries -0.444; number 3, N, carries 0.034; number 4, C, carries -0.122; number 5, C, carries -0.111; number 6, H, carries -0.079; number 7, H, carries 0.064; number 8, H, carries 0.101; number 9, H, carries 0.014; number 10, H, carries 0.106; number 11, H, carries -0.035; number 12, H, carries -0.046

It turns out w is the most stable, with the second structure 1.740 eV higher.

## w
Formula: C2H5N2O2
Source: the Open Molecules 2025 dataset
Level of theory: ωB97M-V with the def2-TZVPD basis set

The geometry in XYZ format:
```
11
C2H5N2O2 (ωB97M-V with the def2-TZVPD basis set)
O -1.18943 -0.57590 0.15708
O 0.86840 -0.25549 1.12867
N -0.64030 -1.66184 2.12297
N 1.13231 2.19106 -1.94961
C -0.33180 -0.74715 1.07726
C 0.14653 1.37996 -1.87131
H -1.41292 -2.24537 1.86656
H 1.69112 2.24313 -1.14604
H -0.01468 0.72190 -1.04298
H -0.38571 1.16891 -2.81827
H 0.13649 -2.21921 2.47567
```

LUMO energy: 4.47 eV
HOMO level: -4.20 eV
Molecular weight: 89.1 g mol⁻¹
Total charge: -1

Charges in e, computed with Löwdin, in the same order as the atoms: number 1, O, carries -0.130; number 2, O, carries -0.158; number 3, N, carries 0.065; number 4, N, carries -0.007; number 5, C, carries -0.806; number 6, C, carries -0.120; number 7, H, carries 0.044; number 8, H, carries -0.010; number 9, H, carries 0.010; number 10, H, carries 0.053; number 11, H, carries 0.061

## x
Formula: C2H5N2O2
Source: the Open Molecules 2025 dataset
Level of theory: ωB97M-V with the def2-TZVPD basis set

The geometry in XYZ format:
```
11
C2H5N2O2 (ωB97M-V with the def2-TZVPD basis set)
O 0.39153 -2.42961 0.34084
O 1.56891 1.10169 -1.03713
N 0.55183 0.95711 -0.27361
N -0.73424 -1.69913 0.54327
C 0.30037 1.79639 0.59520
C -1.03454 -0.87259 -0.41791
H -0.59896 -0.87290 -1.40199
H 1.11342 -2.10745 -0.28864
H -1.78957 -0.11233 -0.30275
H -0.57390 1.53090 1.35787
H 0.80516 2.70792 0.88486
```

LUMO energy: 4.42 eV
HOMO level: -2.41 eV
Molecular weight: 89.1 g mol⁻¹
Total charge: -1

Charges in e, computed with Löwdin, in the same order as the atoms: number 1, O, carries -0.158; number 2, O, carries -0.319; number 3, N, carries -0.352; number 4, N, carries -0.140; number 5, C, carries -0.205; number 6, C, carries -0.117; number 7, H, carries 0.057; number 8, H, carries 0.113; number 9, H, carries 0.051; number 10, H, carries 0.056; number 11, H, carries 0.016

It turns out w is the most stable, with the second structure 5.560 eV higher.

## w
Formula: C4H10NO2
Source: the Open Molecules 2025 dataset
Level of theory: ωB97M-V with the def2-TZVPD basis set

The geometry in XYZ format:
```
17
C4H10NO2 (ωB97M-V with the def2-TZVPD basis set)
O 1.24354 -0.17299 1.56075
O 2.09655 0.93916 -0.16463
N 1.73267 -1.45501 -0.32532
C -0.36738 0.05439 -0.40212
C -1.41693 0.44992 0.29479
C 1.22580 0.02830 0.22770
C -2.76698 0.67324 -0.21339
H -1.13794 0.74227 1.35048
H 1.94706 -1.57773 -1.38314
H -2.82404 0.66375 -1.27350
H 1.63285 0.66564 1.86982
H 0.89679 -2.00598 -0.08516
H -3.28121 -0.08920 0.29861
H 2.50684 -1.87409 0.20240
H 1.82141 1.56724 -0.83038
H -3.08566 1.61664 0.26683
H -0.22335 -0.22557 -1.39375
```

LUMO energy: -3.38 eV
HOMO level: -14.08 eV
Molecular weight: 104.1 g mol⁻¹
Total charge: +1

Charges in e, computed with Löwdin, in the same order as the atoms: number 1, O, carries 0.086; number 2, O, carries 0.132; number 3, N, carries 0.228; number 4, C, carries 0.006; number 5, C, carries -0.154; number 6, C, carries -0.548; number 7, C, carries -0.058; number 8, H, carries 0.146; number 9, H, carries 0.205; number 10, H, carries 0.084; number 11, H, carries 0.153; number 12, H, carries 0.148; number 13, H, carries 0.080; number 14, H, carries 0.158; number 15, H, carries 0.145; number 16, H, carries 0.109; number 17, H, carries 0.080

## x
Formula: C4H10NO2
Source: the Open Molecules 2025 dataset
Level of theory: ωB97M-V with the def2-TZVPD basis set

The geometry in XYZ format:
```
17
C4H10NO2 (ωB97M-V with the def2-TZVPD basis set)
O -0.89611 -0.44017 1.87814
O 1.53296 0.71280 -2.40546
N 0.92504 0.68801 0.12696
C 1.55756 -0.55289 -0.40907
C -2.09616 -0.56274 1.15705
C 1.79276 -0.34025 -1.89441
C -3.02999 0.36416 1.13984
H 1.56383 1.23644 0.70254
H -1.09109 0.04621 2.69241
H -2.94427 1.28933 1.69789
H 0.66140 1.26748 -0.68399
H 0.87377 -1.39420 -0.28741
H 2.19563 -1.19225 -2.46157
H 2.47672 -0.77526 0.12847
H 0.10158 0.44794 0.72199
H -3.92970 0.19006 0.57156
H -2.14264 -1.50549 0.63026
```

LUMO energy: -3.36 eV
HOMO level: -13.66 eV
Molecular weight: 104.1 g mol⁻¹
Total charge: +1

Charges in e, computed with Löwdin, in the same order as the atoms: number 1, O, carries -0.073; number 2, O, carries 0.094; number 3, N, carries 0.190; number 4, C, carries -0.080; number 5, C, carries -0.241; number 6, C, carries -0.192; number 7, C, carries 0.045; number 8, H, carries 0.178; number 9, H, carries 0.122; number 10, H, carries 0.076; number 11, H, carries 0.153; number 12, H, carries 0.139; number 13, H, carries 0.146; number 14, H, carries 0.145; number 15, H, carries 0.108; number 16, H, carries 0.073; number 17, H, carries 0.116

## y
Formula: C4H10NO2
Source: the Open Molecules 2025 dataset
Level of theory: ωB97M-V with the def2-TZVPD basis set

The geometry in XYZ format:
```
17
C4H10NO2 (ωB97M-V with the def2-TZVPD basis set)
O -2.15050 -0.35171 0.47603
O -0.37007 1.13828 -0.04267
N 1.54178 -0.30178 -0.31865
C -1.11927 -0.03417 -0.31039
C -3.43137 0.10459 0.01839
C 2.74314 0.18362 0.40574
C 0.30513 0.01227 0.41854
H -3.69139 -0.36941 -0.93032
H -4.13004 -0.19793 0.79243
H 2.59400 1.22499 0.68678
H 1.48483 0.18031 -1.22817
H -1.14141 -0.31913 -1.36184
H 0.34578 -0.14196 1.48763
H 1.62412 -1.31427 -0.47953
H -3.43257 1.19036 -0.08848
H 3.62216 0.10798 -0.23153
H 2.89845 -0.41112 1.30399
```

LUMO energy: -3.44 eV
HOMO level: -14.52 eV
Molecular weight: 104.1 g mol⁻¹
Total charge: +1

Charges in e, computed with Löwdin, in the same order as the atoms: number 1, O, carries -0.072; number 2, O, carries 0.061; number 3, N, carries 0.061; number 4, C, carries -0.264; number 5, C, carries -0.022; number 6, C, carries 0.016; number 7, C, carries -0.171; number 8, H, carries 0.100; number 9, H, carries 0.103; number 10, H, carries 0.119; number 11, H, carries 0.198; number 12, H, carries 0.171; number 13, H, carries 0.173; number 14, H, carries 0.199; number 15, H, carries 0.103; number 16, H, carries 0.112; number 17, H, carries 0.114

It turns out x is the most stable, with the second structure 0.418 eV higher.